Computed, not measured: a 15-piece molecular cluster, C69H178N10O25 overall in a non-equilibrium geometry, with the ωB97M-V functional and the def2-TZVPD basis.

Properties
- highest occupied orbital energy (eV) = -8.358
- orbital gap (eV) = 8.851

Bonds (Å) are listed after each position.
Element x y z (Å)
1 O -1.494 -3.728 -5.435  C69 1.445, H191 0.986
2 O 4.491 -5.412 0.723  C60 1.428, H147 0.972
3 O 6.325 -0.603 1.465  C50 1.421, C103 1.365
4 O -1.876 1.144 3.150  C62 1.380, C102 1.450
5 O 4.635 -5.754 -6.322  C42 1.405, C47 1.358
6 O 2.956 1.760 2.030  C84 1.467, C96 1.392
7 O 1.940 0.977 7.570  C92 1.445, H266 0.971
8 O -4.125 1.790 -2.450  C88 1.422, C90 1.373
9 O -2.457 0.499 8.721  C57 1.414, C64 1.383
10 O -5.163 6.324 -0.707  C39 1.442, C87 1.383
11 O 7.496 -1.233 -3.475  C45 1.457, H238 0.972
12 O 0.755 3.441 -0.629  C75 1.410, C81 1.415
13 O -4.250 -2.561 5.343  C72 1.407, C99 1.389
14 O 1.703 -5.072 -0.348  C100 1.410, H116 0.969
15 O -0.458 -5.049 7.045  C37 1.383, C66 1.364
16 O -1.594 -0.990 -0.466  C40 1.400, C49 1.418
17 O -7.196 -0.970 -6.799  C54 1.412, C85 1.414
18 O 0.055 -4.653 1.552  C38 1.407, C74 1.449
19 O -6.204 3.426 0.968  C48 1.398, C67 1.383
20 O 6.898 1.532 -4.547  C58 1.502, C86 1.424
21 O -4.769 3.310 6.660  C46 1.363, C93 1.440
22 O -0.214 9.472 -3.458  C73 1.442, C104 1.375
23 O 2.653 -1.199 5.499  C77 1.435, C97 1.467
24 O 0.392 2.872 -5.728  C61 1.460, C91 1.393
25 O 0.894 -2.525 -4.525  C65 1.383, C79 1.374
26 N -6.539 2.800 4.555  C76 1.449, C98 1.429, H140 1.018
27 N 6.616 1.082 -1.714  C83 1.408, C89 1.476, H108 1.006
28 N -1.803 -5.353 3.696  C68 1.439, C78 1.435, H124 1.011
29 N -0.220 -0.993 6.275  C43 1.441, C53 1.465, H137 1.006
30 N -4.170 -0.750 3.237  C55 1.419, C95 1.427, H242 1.002
31 N -2.451 7.680 -2.850  C56 1.471, C80 1.431, H244 1.004
32 N 1.988 -4.782 -6.315  C70 1.464, C101 1.538, H200 1.011
33 N 1.765 3.729 -3.350  C82 1.455, C94 1.486, H254 0.995
34 N -5.196 1.860 -5.171  C36 1.475, C63 1.523, H193 1.020
35 N 1.693 0.672 -0.508  C44 1.440, C71 1.464, H105 1.018
36 C -4.039 1.095 -4.671  N34 1.475, C90 1.525, H272 1.090, H275 1.106
37 C -0.708 -4.591 5.764  O15 1.383, C68 1.489, H144 1.134, H150 1.098
38 C -0.917 -3.696 1.206  O18 1.407, H204 1.077, H207 1.123, H271 1.145
39 C -4.984 6.873 0.615  O10 1.442, H106 1.136, H167 1.102, H237 1.095
40 C -2.610 -1.232 -1.397  O16 1.400, H136 1.153, H148 1.056, H228 1.090
41 C 6.232 -3.266 -3.666  C45 1.470, H175 1.081, H262 1.091, H274 1.131
42 C 5.923 -5.996 -6.828  O5 1.405, H166 1.104, H214 1.143, H267 1.020
43 C -1.247 -0.044 6.626  N29 1.441, C64 1.540, H132 1.090, H245 1.167
44 C 3.061 0.466 -0.108  N35 1.440, C84 1.501, H142 1.127, H211 1.079
45 C 7.216 -2.389 -4.317  O11 1.457, C41 1.470, C59 1.567, H232 1.128
46 C -3.737 3.654 7.482  O21 1.363, H159 1.080, H217 1.107, H247 1.157
47 C 3.697 -6.543 -6.907  O5 1.358, C101 1.533, H123 1.078, H183 1.058
48 C -6.618 2.804 2.149  O19 1.398, C98 1.517, H250 1.098, H259 1.098
49 C -0.533 -0.147 -0.883  O16 1.418, C71 1.598, H202 1.070, H230 1.152
50 C 6.287 -0.533 0.046  O3 1.421, C83 1.508, H125 1.101, H239 1.090
51 C 2.960 -6.868 1.931  C60 1.572, H128 1.128, H161 1.108, H188 1.093
52 C 3.782 -4.658 2.983  C60 1.532, H109 1.144, H141 1.068, H212 1.057
53 C 0.348 -0.706 4.956  N29 1.465, C97 1.566, H126 1.080, H151 1.137
54 C -6.385 -0.320 -5.843  O17 1.412, C63 1.513, H187 1.082, H197 1.099
55 C -4.916 -1.957 3.206  N30 1.419, C72 1.512, H184 1.099, H260 1.105
56 C -3.842 7.643 -2.373  N31 1.471, C87 1.555, H107 1.047, H162 1.079
57 C -2.893 -0.065 9.943  O9 1.414, H127 1.105, H218 1.075, H222 1.123
58 C 6.178 1.775 -5.842  O20 1.502, H201 1.087, H234 1.103, H241 1.090
59 C 6.949 -2.059 -5.825  C45 1.567, H178 1.094, H205 1.076, H279 1.090
60 C 4.124 -5.817 2.042  O2 1.428, C51 1.572, C52 1.532, H189 1.106
61 C 1.851 2.948 -5.716  O24 1.460, C94 1.521, H135 1.072, H154 1.079
62 C -1.183 2.332 3.271  O4 1.380, H113 1.092, H157 1.062, H246 1.061
63 C -5.913 1.058 -6.249  N34 1.523, C54 1.513, H156 1.081, H186 1.082
64 C -1.546 -0.342 8.107  O9 1.383, C43 1.540, H194 1.079, H226 1.093
65 C 1.869 -2.528 -5.506  O25 1.383, C70 1.497, H172 1.140, H180 1.124
66 C -1.155 -4.460 8.059  O15 1.364, H169 1.088, H255 1.045, H263 1.122
67 C -7.095 3.520 -0.086  O19 1.383, H153 1.125, H235 1.042, H280 1.122
68 C -1.797 -5.389 5.135  N28 1.439, C37 1.489, H139 1.133, H182 1.069
69 C -2.600 -2.875 -5.065  O1 1.445, H179 1.108, H209 1.096, H258 1.088
70 C 2.677 -3.788 -5.491  N32 1.464, C65 1.497, H196 1.156, H206 1.074
71 C 0.800 -0.388 -0.036  N35 1.464, C49 1.598, H199 1.070, H282 1.090
72 C -5.410 -2.405 4.563  O13 1.407, C55 1.512, H149 1.103, H163 1.082
73 C -0.129 8.198 -2.787  O22 1.442, C80 1.513, H208 1.104, H225 1.068
74 C -0.594 -5.947 1.622  O18 1.449, C78 1.556, H138 1.104, H192 1.096
75 C 0.153 4.244 -1.620  O12 1.410, C82 1.554, H198 1.122, H233 1.095
76 C -5.647 1.744 4.990  N26 1.449, C93 1.558, H181 1.080, H224 1.084
77 C 3.955 -1.635 5.081  O23 1.435, H170 1.078, H231 1.118, H249 1.090
78 C -0.860 -6.270 3.120  N28 1.435, C74 1.556, H210 1.072, H261 1.072
79 C 0.472 -1.264 -4.183  O25 1.374, H227 1.082, H264 1.103, H277 1.074
80 C -1.363 7.929 -1.954  N31 1.431, C73 1.513, H256 1.111, H278 1.073
81 C 1.231 4.172 0.485  O12 1.415, H164 1.081, H220 1.107, H270 1.106
82 C 0.345 3.651 -3.043  N33 1.455, C75 1.554, H112 1.083, H120 1.091
83 C 6.944 0.753 -0.385  N27 1.408, C50 1.508, H111 1.105, H171 1.086
84 C 3.229 0.473 1.383  O6 1.467, C44 1.501, H121 1.147, H195 1.064
85 C -6.532 -1.427 -7.961  O17 1.414, H115 1.071, H117 1.121, H130 1.097
86 C 6.807 2.648 -3.666  O20 1.424, C89 1.514, H131 1.080, H253 1.105
87 C -4.032 6.370 -1.502  O10 1.383, C56 1.555, H152 1.041, H216 1.094
88 C -3.597 2.684 -1.479  O8 1.422, H133 1.090, H160 1.046, H281 1.116
89 C 7.387 2.165 -2.354  N27 1.476, C86 1.514, H240 1.108, H276 1.156
90 C -3.301 1.818 -3.549  O8 1.373, C36 1.525, H252 1.117, H257 1.078
91 C -0.117 2.588 -6.992  O24 1.393, H176 1.150, H223 1.061, H229 1.074
92 C 2.833 1.994 7.064  O7 1.445, H146 1.068, H174 1.099, H215 1.088
93 C -4.378 2.353 5.657  O21 1.440, C76 1.558, H168 1.116, H236 1.123
94 C 2.176 2.631 -4.264  N33 1.486, C61 1.521, H119 1.106, H251 1.080
95 C -3.442 -0.370 2.070  N30 1.427, C102 1.500, H143 1.051, H158 1.145
96 C 4.102 2.313 2.596  O6 1.392, H145 1.069, H203 1.103, H269 1.110
97 C 1.576 -1.607 4.590  O23 1.467, C53 1.566, H122 1.073, H173 1.128
98 C -6.042 3.460 3.389  N26 1.429, C48 1.517, H118 1.141, H219 1.107
99 C -4.514 -2.819 6.682  O13 1.389, H110 1.099, H248 1.061, H268 1.085
100 C 1.284 -5.163 -1.692  O14 1.410, H155 1.101, H213 1.073, H265 1.079
101 C 2.388 -6.259 -6.161  N32 1.538, C47 1.533, H177 1.080, H190 1.126
102 C -2.827 0.998 2.066  O4 1.450, C95 1.500, H165 1.104, H185 1.054
103 C 7.481 -1.129 1.964  O3 1.365, H129 1.095, H134 1.120, H221 1.087
104 C -0.137 10.649 -2.751  O22 1.375, H114 1.118, H243 1.116, H273 1.117
105 H 1.343 1.616 -0.359  N35 1.018
106 H -4.521 6.238 1.434  C39 1.136
107 H -4.138 8.478 -1.815  C56 1.047
108 H 6.604 0.274 -2.314  N27 1.006
109 H 4.495 -3.813 2.687  C52 1.144
110 H -5.022 -1.956 7.134  C99 1.099
111 H 8.029 0.601 -0.243  C83 1.105
112 H -0.192 4.208 -3.802  C82 1.083
113 H -1.848 3.180 3.447  C62 1.092
114 H 0.940 10.934 -2.653  C104 1.118
115 H -5.558 -1.837 -7.789  C85 1.071
116 H 1.008 -4.765 0.253  O14 0.969
117 H -7.085 -2.320 -8.351  C85 1.121
118 H -4.904 3.465 3.308  C98 1.141
119 H 3.279 2.596 -4.195  C94 1.106
120 H -0.093 2.658 -2.926  C82 1.091
121 H 4.262 0.090 1.704  C84 1.147
122 H 1.783 -1.355 3.567  C97 1.073
123 H 4.020 -7.554 -6.722  C47 1.078
124 H -2.736 -5.624 3.416  N28 1.011
125 H 6.782 -1.375 -0.461  C50 1.101
126 H -0.479 -0.825 4.272  C53 1.080
127 H -3.327 0.702 10.609  C57 1.105
128 H 2.764 -7.277 2.964  C51 1.128
129 H 8.350 -0.528 1.676  C103 1.095
130 H -6.538 -0.671 -8.757  C85 1.097
131 H 7.375 3.499 -4.013  C86 1.080
132 H -2.116 -0.094 5.971  C43 1.090
133 H -3.795 3.726 -1.733  C88 1.090
134 H 7.444 -1.191 3.082  C103 1.120
135 H 2.322 2.272 -6.400  C61 1.072
136 H -3.375 -0.401 -1.630  C40 1.153
137 H 0.528 -0.988 6.947  N29 1.006
138 H -1.469 -5.913 0.951  C74 1.104
139 H -1.794 -6.437 5.564  C68 1.133
140 H -6.560 3.500 5.294  N26 1.018
141 H 2.773 -4.363 2.794  C52 1.068
142 H 3.679 1.216 -0.679  C44 1.127
143 H -4.104 -0.423 1.256  C95 1.051
144 H 0.286 -4.637 5.219  C37 1.134
145 H 4.191 1.981 3.608  C96 1.069
146 H 2.882 1.945 5.998  C92 1.068
147 H 3.670 -5.154 0.270  O2 0.972
148 H -2.172 -1.531 -2.310  C40 1.056
149 H -5.949 -1.572 5.043  C72 1.103
150 H -1.054 -3.548 5.760  C37 1.098
151 H 0.670 0.384 4.917  C53 1.137
152 H -3.164 6.155 -0.969  C87 1.041
153 H -7.962 4.196 0.149  C67 1.125
154 H 2.161 3.959 -5.931  C61 1.079
155 H 1.903 -4.556 -2.370  C100 1.101
156 H -5.239 0.972 -7.090  C63 1.081
157 H -0.567 2.362 4.136  C62 1.062
158 H -2.607 -1.137 1.912  C95 1.145
159 H -3.905 4.582 8.006  C46 1.080
160 H -3.971 2.535 -0.513  C88 1.046
161 H 2.009 -6.416 1.583  C51 1.108
162 H -4.529 7.480 -3.188  C56 1.079
163 H -5.999 -3.313 4.567  C72 1.082
164 H 1.752 3.402 1.036  C81 1.081
165 H -3.552 1.817 2.213  C102 1.104
166 H 6.240 -7.027 -6.594  C42 1.104
167 H -4.338 7.765 0.589  C39 1.102
168 H -3.766 2.891 4.895  C93 1.116
169 H -2.191 -4.792 8.025  C66 1.088
170 H 4.059 -1.417 4.030  C77 1.078
171 H 6.630 1.497 0.340  C83 1.086
172 H 2.617 -1.713 -5.227  C65 1.140
173 H 1.312 -2.697 4.709  C97 1.128
174 H 2.343 2.956 7.270  C92 1.099
175 H 6.579 -3.739 -2.758  C41 1.081
176 H -0.652 3.500 -7.444  C91 1.150
177 H 1.650 -6.897 -6.625  C101 1.080
178 H 7.884 -1.705 -6.269  C59 1.094
179 H -3.343 -2.815 -5.884  C69 1.108
180 H 1.561 -2.418 -6.580  C65 1.124
181 H -6.196 1.156 5.711  C76 1.080
182 H -2.675 -4.889 5.485  C68 1.069
183 H 3.725 -6.424 -7.958  C47 1.058
184 H -4.256 -2.741 2.808  C55 1.099
185 H -2.309 1.076 1.151  C102 1.054
186 H -6.835 1.600 -6.411  C63 1.082
187 H -7.017 -0.279 -4.965  C54 1.082
188 H 3.165 -7.680 1.228  C51 1.093
189 H 5.008 -6.363 2.422  C60 1.106
190 H 2.650 -6.557 -5.108  C101 1.126
191 H -0.700 -3.418 -4.939  O1 0.986
192 H 0.063 -6.729 1.223  C74 1.096
193 H -5.842 1.972 -4.389  N34 1.020
194 H -0.595 -0.356 8.616  C64 1.079
195 H 2.588 -0.227 1.865  C84 1.064
196 H 3.712 -3.490 -5.911  C70 1.156
197 H -5.541 -0.969 -5.571  C54 1.099
198 H 0.702 5.223 -1.609  C75 1.122
199 H 1.251 -1.318 -0.313  C71 1.070
200 H 0.982 -4.749 -6.219  N32 1.011
201 H 5.632 0.856 -6.044  C58 1.087
202 H -0.267 -0.384 -1.892  C49 1.070
203 H 4.996 2.148 1.972  C96 1.103
204 H -1.675 -3.631 1.968  C38 1.077
205 H 6.788 -3.043 -6.226  C59 1.076
206 H 2.909 -4.143 -4.504  C70 1.074
207 H -1.334 -3.866 0.177  C38 1.123
208 H 0.737 8.216 -2.103  C73 1.104
209 H -3.056 -3.289 -4.157  C69 1.096
210 H 0.070 -6.124 3.633  C78 1.072
211 H 3.317 -0.552 -0.357  C44 1.079
212 H 3.987 -4.878 3.997  C52 1.057
213 H 0.261 -4.848 -1.754  C100 1.073
214 H 6.651 -5.322 -6.259  C42 1.143
215 H 3.794 1.956 7.572  C92 1.088
216 H -4.084 5.539 -2.211  C87 1.094
217 H -3.654 2.897 8.286  C46 1.107
218 H -2.012 -0.459 10.416  C57 1.075
219 H -6.261 4.537 3.520  C98 1.107
220 H 0.452 4.722 1.047  C81 1.107
221 H 7.612 -2.123 1.545  C103 1.087
222 H -3.709 -0.822 9.793  C57 1.123
223 H 0.641 2.253 -7.654  C91 1.061
224 H -5.269 1.153 4.164  C76 1.084
225 H -0.089 7.459 -3.557  C73 1.068
226 H -1.944 -1.359 8.125  C64 1.093
227 H 1.269 -0.738 -3.674  C79 1.082
228 H -3.245 -2.050 -1.056  C40 1.090
229 H -0.900 1.858 -6.903  C91 1.074
230 H -0.893 0.943 -0.777  C49 1.152
231 H 4.729 -1.144 5.721  C77 1.118
232 H 8.213 -2.913 -4.372  C45 1.128
233 H -0.904 4.269 -1.334  C75 1.095
234 H 5.391 2.521 -5.641  C58 1.103
235 H -6.643 3.845 -0.967  C67 1.042
236 H -3.679 1.584 6.084  C93 1.123
237 H -5.921 7.080 1.144  C39 1.095
238 H 7.878 -0.566 -4.070  O11 0.972
239 H 5.225 -0.575 -0.196  C50 1.090
240 H 7.498 3.054 -1.702  C89 1.108
241 H 6.871 2.048 -6.639  C58 1.090
242 H -3.592 -0.705 4.055  N30 1.002
243 H -0.590 10.627 -1.731  C104 1.116
244 H -2.463 8.263 -3.667  N31 1.004
245 H -0.879 1.063 6.606  C43 1.167
246 H -0.619 2.548 2.399  C62 1.061
247 H -2.715 3.701 6.941  C46 1.157
248 H -3.637 -3.054 7.232  C99 1.061
249 H 4.044 -2.705 5.265  C77 1.090
250 H -6.408 1.727 2.146  C48 1.098
251 H 1.655 1.753 -3.914  C94 1.080
252 H -2.355 1.242 -3.404  C90 1.117
253 H 5.752 2.967 -3.582  C86 1.105
254 H 2.272 3.561 -2.510  N33 0.995
255 H -0.824 -4.848 8.971  C66 1.045
256 H -1.462 8.705 -1.165  C80 1.111
257 H -3.114 2.836 -3.847  C90 1.078
258 H -2.329 -1.840 -4.867  C69 1.088
259 H -7.701 2.986 2.154  C48 1.098
260 H -5.736 -1.898 2.468  C55 1.105
261 H -1.259 -7.257 3.237  C78 1.072
262 H 5.361 -2.661 -3.413  C41 1.091
263 H -1.019 -3.348 8.108  C66 1.122
264 H -0.317 -1.271 -3.413  C79 1.103
265 H 1.390 -6.179 -2.041  C100 1.079
266 H 2.133 0.200 7.021  O7 0.971
267 H 6.005 -5.821 -7.829  C42 1.020
268 H -5.230 -3.632 6.744  C99 1.085
269 H 4.005 3.409 2.743  C96 1.110
270 H 1.937 4.931 0.099  C81 1.106
271 H -0.399 -2.692 1.021  C38 1.145
272 H -4.300 0.079 -4.375  C36 1.090
273 H -0.743 11.386 -3.333  C104 1.117
274 H 5.918 -3.995 -4.472  C41 1.131
275 H -3.375 0.994 -5.550  C36 1.106
276 H 8.486 1.855 -2.541  C89 1.156
277 H 0.081 -0.748 -5.040  C79 1.074
278 H -1.215 7.018 -1.406  C80 1.073
279 H 6.100 -1.403 -6.014  C59 1.090
280 H -7.593 2.544 -0.328  C67 1.122
281 H -2.489 2.558 -1.429  C88 1.116
282 H 0.650 -0.476 1.040  C71 1.090

Mulliken atomic charge list, values in e, 8 entries:
1. O -0.640
2. O -0.629
3. O -0.139
4. O 1.036
5. O -0.157
6. O -0.131
7. O -0.474
8. O -0.435